C47H39AlBrN3O5P2 as an isolated structure, computed with ωB97M-V/def2-TZVPD.

Values from the calculation:
Electronic energy = -159298.30592 eV
Energy above the lowest of the compared OMol25 structures with the same formula, charge and spin = 134.8 kJ/mol
M = 894.7 g mol⁻¹
Frontier orbital gap = 7.83 eV
HOMO level = -8.002 eV

```
! wB97M-V def2-TZVPD RIJCOSX def2/J DEFGRID3
* xyz 0 1
Br -5.717 4.491 -3.291
P -0.951 -2.156 -0.623
P 1.131 0.226 -0.926
Al 0.356 1.101 1.476
O 2.632 -2.440 3.001
O 0.908 2.864 1.631
O -2.452 0.105 0.790
O -1.100 1.915 0.403
O 1.076 -0.353 2.237
N -0.569 1.372 3.091
N 0.437 -1.289 -1.509
N -0.754 2.717 3.196
C -3.384 -1.342 -3.809
C -2.291 -2.131 -1.818
C -3.120 1.765 -0.800
C -4.720 3.223 -2.340
C -2.157 1.054 0.128
C 3.635 -3.312 3.470
C 5.485 -1.177 -0.170
C -1.060 -1.699 4.791
C 0.529 -4.439 -0.056
C 2.902 -0.206 -0.749
C 0.619 2.565 -2.321
C 0.886 -3.142 4.645
C 1.101 -2.048 -2.524
C 0.668 -1.121 3.290
C 1.447 -2.239 3.748
C 3.085 -1.315 0.104
C 0.702 3.401 -3.411
C 4.012 0.499 -1.212
C -5.241 2.874 -1.072
C -0.639 -4.010 -0.675
C 1.893 0.903 -3.520
C -0.972 -6.310 -1.454
C 0.439 6.934 4.148
C 0.788 7.659 3.028
C 0.296 4.842 2.791
C 1.019 -5.727 -0.214
C 4.343 -1.881 0.220
C -2.697 2.037 -2.122
C 1.168 6.925 1.899
C 0.201 5.532 4.037
C -4.562 -1.944 -3.406
C -1.484 -5.005 -1.285
C 0.252 -6.680 -0.921
C 1.142 1.291 -2.430
C -3.538 2.719 -2.932
C 0.120 3.416 2.502
C -3.467 -2.627 -1.381
C -4.577 -2.687 -2.244
C 0.915 5.599 1.771
C 1.432 3.000 -4.562
C -2.257 -1.454 -3.028
C 1.997 1.750 -4.627
C -0.393 -2.855 5.152
C -0.969 0.581 4.024
C 5.281 0.001 -0.888
C -4.386 2.066 -0.297
C -0.425 -0.717 4.089
H -1.737 1.631 -2.448
H -1.306 -1.026 -3.317
H 0.479 7.480 5.097
H -3.536 -3.055 -0.391
H 0.133 2.921 -1.404
H -3.288 3.031 -3.938
H 1.013 5.116 0.814
H 1.728 7.405 1.071
H -1.580 -7.037 -2.006
H 0.146 4.313 -3.441
H 4.585 -2.767 3.435
H -0.847 -3.565 5.845
H 0.582 -7.681 -1.004
H 2.051 -5.907 0.147
H -6.155 3.340 -0.675
H 2.226 -1.663 0.635
H 4.459 -2.878 0.705
H 2.144 -2.220 -2.302
H 2.618 1.422 -5.480
H -4.628 1.580 0.681
H 6.123 0.637 -1.191
H 0.742 8.730 3.168
H 1.408 -4.088 4.931
H 3.548 -3.645 4.531
H 6.465 -1.540 0.149
H -2.497 -4.752 -1.503
H 1.576 3.702 -5.384
H -0.237 4.964 4.826
H 2.507 0.011 -3.448
H -1.648 0.944 4.831
H 3.904 1.362 -1.830
H 3.749 -4.163 2.850
H 1.042 -1.618 -3.536
H 1.039 -3.777 0.616
H 0.624 -3.060 -2.545
H -5.473 -3.140 -1.855
H -2.140 -1.644 5.005
H -3.352 -0.772 -4.761
H -5.480 -1.716 -3.928
*
```

From a Löwdin analysis of the wavefunction, the atomic charges in e read: number 1, Br, carries 0.74; number 2, P, carries 1.11; number 3, P, carries 1.11; number 4, Al, carries 0.13; number 5, O, carries -0.11; number 6, O, carries 0.00; number 7, O, carries 0.05; number 8, O, carries -0.10; number 9, O, carries -0.05; number 10, N, carries 0.00; number 11, N, carries -0.45; number 12, N, carries 0.13; number 13, C, carries -0.09; number 14, C, carries -0.42; number 15, C, carries -0.13; number 16, C, carries -0.70; number 17, C, carries -0.53; number 18, C, carries -0.10; number 19, C, carries -0.07; number 20, C, carries -0.06; number 21, C, carries -0.13; number 22, C, carries -0.34; number 23, C, carries -0.11; number 24, C, carries -0.02; number 25, C, carries -0.20; number 26, C, carries -0.14; number 27, C, carries -0.15; number 28, C, carries -0.11; number 29, C, carries -0.06; number 30, C, carries -0.07; number 31, C, carries -0.11; number 32, C, carries -0.34; number 33, C, carries -0.12; number 34, C, carries -0.08; number 35, C, carries -0.08; number 36, C, carries -0.09; number 37, C, carries -0.11; number 38, C, carries -0.07; number 39, C, carries -0.07; number 40, C, carries -0.03; number 41, C, carries -0.09; number 42, C, carries 0.00; number 43, C, carries -0.09; number 44, C, carries -0.05; number 45, C, carries -0.09; number 46, C, carries -0.34; number 47, C, carries -0.12; number 48, C, carries -0.39; number 49, C, carries -0.14; number 50, C, carries -0.06; number 51, C, carries -0.04; number 52, C, carries -0.07; number 53, C, carries -0.09; number 54, C, carries -0.08; number 55, C, carries -0.09; number 56, C, carries 0.01; number 57, C, carries -0.08; number 58, C, carries -0.01; number 59, C, carries -0.17; number 60, H, carries 0.10; number 61, H, carries 0.09; number 62, H, carries 0.11; number 63, H, carries 0.11; number 64, H, carries 0.11; number 65, H, carries 0.10; number 66, H, carries 0.11; number 67, H, carries 0.11; number 68, H, carries 0.11; number 69, H, carries 0.10; number 70, H, carries 0.09; number 71, H, carries 0.10; number 72, H, carries 0.09; number 73, H, carries 0.11; number 74, H, carries 0.10; number 75, H, carries 0.06; number 76, H, carries 0.11; number 77, H, carries 0.07; number 78, H, carries 0.12; number 79, H, carries 0.14; number 80, H, carries 0.11; number 81, H, carries 0.10; number 82, H, carries 0.12; number 83, H, carries 0.10; number 84, H, carries 0.11; number 85, H, carries 0.07; number 86, H, carries 0.11; number 87, H, carries 0.09; number 88, H, carries 0.10; number 89, H, carries 0.16; number 90, H, carries 0.10; number 91, H, carries 0.07; number 92, H, carries 0.07; number 93, H, carries 0.08; number 94, H, carries 0.09; number 95, H, carries 0.10; number 96, H, carries 0.13; number 97, H, carries 0.12; number 98, H, carries 0.10